No. 1
Computed, not measured: 2 unconnected molecules or ions with the total composition C19H31F3IN2O5 at a distorted geometry, with ωB97M-V/def2-TZVPD.

Calculated values
LUMO energy ... -0.10060 hartree
Electronic energy ... -1825.323782 hartree
Total charge ... +1
Highest occupied orbital energy ... -0.461 Ha

Atoms and positions in Å:
C 3.033 2.749 3.048
C 3.003 1.414 2.946
C 1.751 0.619 3.254
C 0.530 0.953 2.356
C 0.806 1.502 0.949
C -0.068 2.709 0.503
C -1.442 2.909 1.188
C -2.508 3.302 0.166
N -3.777 2.618 0.199
O -2.298 4.174 -0.630
C 0.584 0.294 0.024
C -0.650 -0.338 0.655
C -0.982 -1.739 0.160
O 0.197 -2.538 0.187
C 0.401 -3.324 -0.902
F 1.388 -4.144 -0.631
F -0.684 -4.023 -1.225
F 0.736 -2.581 -1.966
N -0.256 -0.318 2.110
C -1.444 -0.658 3.003
C -1.393 -0.128 4.425
C -0.531 -0.965 5.372
I -1.465 -2.839 5.807
H 3.778 3.320 2.504
H 2.333 3.282 3.686
H 3.898 0.851 2.699
H 1.994 -0.447 3.209
H 1.477 0.812 4.297
H -0.029 1.711 2.896
H 1.824 1.835 0.777
H 0.501 3.635 0.569
H -0.262 2.575 -0.563
H -1.794 2.041 1.746
H -1.373 3.751 1.882
H -3.970 2.355 1.163
H -3.673 1.736 -0.301
H 0.487 0.538 -1.030
H 1.401 -0.419 0.166
H -1.536 0.254 0.423
H -1.769 -2.211 0.753
H -1.380 -1.617 -0.850
H 0.361 -1.133 2.151
H -1.466 -1.748 3.076
H -2.359 -0.373 2.486
H -1.136 0.932 4.488
H -2.419 -0.199 4.797
H 0.468 -1.161 4.991
H -0.449 -0.463 6.332
C -0.272 -2.829 -6.531
C 0.954 -1.949 -6.589
C 1.179 -1.045 -5.397
O 1.937 0.022 -5.968
C 1.583 0.114 -7.282
O 1.871 1.012 -7.995
O 0.850 -0.971 -7.640
H -1.097 -2.326 -6.024
H -0.606 -3.082 -7.535
H -0.051 -3.751 -5.994
H 1.844 -2.551 -6.789
H 1.728 -1.516 -4.585
H 0.240 -0.633 -5.016

natural (NBO) population analysis, charges in e, atoms 1 to 6: C -0.371; C -0.194; C -0.470; C -0.029; C -0.243; C -0.393

No. 2
Computed, not measured: a molecular structure, C19H31F9NiOP2 at a distorted geometry, with ωB97M-V/def2-TZVPD.

Calculated values
2S+1 ... 3
LUMO energy (alpha / beta) ... -0.02311 / -0.03291 hartree
Electronic energy ... -3907.288495 hartree
Total charge ... 0
Expectation value of S² ... 2.017
ΔE to the lowest compared entry with this formula, charge and spin ... 1.7017 eV
Highest occupied orbital energy (alpha / beta) ... -0.251 / -0.286 Ha

Atoms and positions in Å:
P 0.901 -2.414 -0.319
P 0.109 1.021 1.106
C 1.315 -0.175 -1.170
C 0.944 1.184 -0.604
H 1.392 -0.198 -2.285
H 2.315 -0.458 -0.774
H 1.853 1.773 -0.426
H 0.364 1.832 -1.261
C -1.422 1.930 1.390
H -1.687 1.908 2.452
H -2.239 1.501 0.807
H -1.232 2.957 1.087
C 1.418 1.941 2.001
H 1.179 3.019 1.947
H 2.408 1.791 1.533
H 1.469 1.673 3.062
C -0.056 -3.660 -1.208
H -0.356 -4.510 -0.578
H 0.574 -4.019 -2.018
H -0.929 -3.139 -1.624
C 2.591 -2.949 -0.735
H 3.182 -2.098 -1.097
H 2.460 -3.670 -1.553
H 3.120 -3.407 0.126
Ni -0.596 -0.658 -0.962
C 0.072 1.440 -3.647
C -1.209 1.395 -3.243
C -2.306 0.776 -4.042
C -1.910 -0.520 -4.709
C -1.267 -1.476 -3.767
C 0.058 -1.675 -3.713
C 1.137 -0.822 -4.273
C 0.856 0.647 -4.614
C -1.023 -0.953 1.193
H 0.617 2.344 -3.394
H -1.594 2.010 -2.404
H -2.641 1.437 -4.850
H -3.153 0.593 -3.380
H -2.810 -0.977 -5.136
H -1.225 -0.273 -5.523
H -1.966 -2.093 -3.202
H 0.468 -2.600 -3.314
H 1.562 -1.294 -5.161
H 1.986 -0.853 -3.576
H 1.851 1.124 -4.668
H 0.460 0.688 -5.624
H -0.243 -1.023 1.961
H -1.299 -2.014 1.016
H -1.912 -0.486 1.639
F -0.900 3.285 4.703
C -1.121 2.228 5.533
F -0.698 2.545 6.778
F -2.461 2.026 5.586
C -0.326 0.966 5.005
O -0.521 0.674 3.792
C 1.247 1.142 5.491
F 1.359 0.828 6.808
F 2.075 0.326 4.796
F 1.720 2.420 5.310
C -0.883 -0.447 5.788
F -0.933 -0.360 7.148
F -2.119 -0.748 5.333
F -0.026 -1.457 5.465

natural (NBO) population analysis, charges in e, atoms 1 to 6: P 0.703; P 1.314; C -0.705; C -0.803; H 0.222; H 0.229

No. 3
Computed, not measured: a molecular structure, C19H31N2PTc at a distorted geometry, with ωB97M-V/def2-TZVPD.

Calculated values
2S+1 ... 4
LUMO energy (alpha / beta) ... -0.32210 / -0.31109 hartree
Electronic energy ... -1273.576196 hartree
Total charge ... +2
Expectation value of S² ... 3.814
Highest occupied orbital energy (alpha / beta) ... -0.560 / -0.562 Ha

Atoms and positions in Å:
C 1.266 1.064 -4.658
C 2.266 0.938 -3.697
C 1.968 0.649 -2.356
C 0.622 0.472 -1.992
C -0.385 0.562 -2.972
C -0.064 0.853 -4.297
C 3.076 0.463 -1.360
C 3.018 1.202 -0.014
N 1.678 1.674 0.417
Tc 0.077 0.104 0.014
C -1.816 0.435 -2.537
P -1.864 0.923 -0.740
H 3.314 1.088 -3.969
H -0.878 0.939 -5.019
H 1.509 1.321 -5.690
H -2.227 -0.583 -2.625
H -2.477 1.112 -3.092
H 3.202 -0.611 -1.143
H 4.018 0.779 -1.828
H 3.413 0.558 0.784
C -3.535 0.555 -0.171
C -1.974 2.722 -0.990
H 3.660 2.097 -0.050
C 1.381 2.956 -0.266
C 1.747 1.973 1.874
H -1.028 -1.056 -0.162
H 2.166 3.674 0.011
H 1.375 2.834 -1.352
H 0.413 3.333 0.071
H 2.300 2.913 2.016
H 0.733 2.070 2.272
H 2.275 1.172 2.403
H -2.908 2.935 -1.527
H -1.998 3.217 -0.013
H -1.131 3.102 -1.581
H -4.266 1.036 -0.837
H -3.695 -0.531 -0.145
H -3.635 0.967 0.844
H -1.031 0.422 1.181
C 1.317 -1.255 3.067
C 1.668 -1.945 1.819
C 2.507 -3.074 1.703
C 2.447 -3.500 0.368
C 1.575 -2.627 -0.317
C 1.112 -2.756 -1.710
N 1.145 -1.662 0.573
H 2.202 -0.751 3.490
H 0.991 -2.001 3.813
H 0.504 -0.534 2.900
H 3.073 -3.482 2.531
H 2.953 -4.322 -0.121
H 1.343 -3.770 -2.066
H 0.024 -2.598 -1.773
H 1.630 -2.052 -2.382

natural (NBO) population analysis, charges in e, atoms 1 to 6: C -0.126; C -0.207; C -0.038; C -0.154; C -0.030; C -0.195

No. 4
Computed, not measured: C19H31NO2 in the gas phase, with ωB97M-V/def2-TZVPD.

Calculated values
LUMO energy ... 0.03078 hartree
Electronic energy ... -947.808898 hartree
Total charge ... 0
ΔE to the lowest compared entry with this formula, charge and spin ... 1.0359 eV
SMILES ... Cc1ccc(C(C)C)c(OCCCN2C[C@@H](C)O[C@@H](C)C2)c1
Highest occupied orbital energy ... -0.304 Ha

Atoms and positions in Å:
C 1.310 -0.593 3.552
C 0.316 -1.173 2.590
C -1.009 -1.363 2.947
C -1.901 -1.925 2.050
C -1.511 -2.293 0.773
C -2.459 -2.918 -0.221
C -3.892 -2.405 -0.095
C -2.415 -4.442 -0.067
C -0.169 -2.097 0.406
O 0.193 -2.528 -0.846
C 1.166 -1.820 -1.585
C 0.535 -0.752 -2.489
C -0.247 0.351 -1.762
N 0.521 1.578 -1.603
C -0.343 2.717 -1.339
C 0.496 3.996 -1.273
C -0.361 5.220 -0.982
O 1.467 3.892 -0.252
C 2.320 2.789 -0.467
C 3.327 2.750 0.675
C 1.518 1.486 -0.551
C 0.725 -1.554 1.320
H 0.806 -0.092 4.375
H 1.963 0.120 3.052
H 1.936 -1.385 3.966
H -1.348 -1.075 3.932
H -2.925 -2.069 2.355
H -2.090 -2.671 -1.221
H -4.365 -2.775 0.812
H -3.912 -1.318 -0.080
H -4.481 -2.749 -0.942
H -1.402 -4.802 -0.224
H -3.071 -4.915 -0.795
H -2.737 -4.730 0.931
H 1.926 -1.383 -0.934
H 1.652 -2.572 -2.217
H -0.144 -1.267 -3.169
H 1.322 -0.287 -3.084
H -1.118 0.608 -2.371
H -0.622 -0.017 -0.793
H -1.068 2.803 -2.151
H -0.889 2.598 -0.386
H 1.010 4.115 -2.243
H -1.091 5.364 -1.773
H -0.877 5.090 -0.034
H 0.272 6.099 -0.912
H 2.844 2.928 -1.430
H 3.871 3.690 0.715
H 4.030 1.934 0.531
H 2.804 2.616 1.619
H 2.207 0.675 -0.789
H 1.047 1.285 0.429
H 1.765 -1.426 1.058

natural (NBO) population analysis, charges in e, atoms 1 to 6: C -0.626; C -0.017; C -0.241; C -0.207; C 0.011; C -0.259

No. 5
Computed, not measured: a molecular structure, C19H31NOP2V at a distorted geometry, with ωB97M-V/def2-TZVPD.

Calculated values
2S+1 ... 3
LUMO energy (alpha / beta) ... -0.19176 / -0.18149 hartree
Electronic energy ... -2498.845349 hartree
Total charge ... +1
Expectation value of S² ... 2.067
Highest occupied orbital energy (alpha / beta) ... -0.347 / -0.337 Ha

Atoms and positions in Å:
V -1.638 0.323 0.076
H -0.746 -0.185 -1.330
H -0.694 -0.825 -0.765
P -2.545 1.355 -1.708
P -1.820 -1.686 1.140
C -1.293 -1.373 2.871
H -1.156 -2.321 3.410
H -0.362 -0.790 2.914
H -2.091 -0.797 3.361
C -3.251 -2.759 1.454
H -3.630 -3.134 0.498
H -2.957 -3.600 2.094
H -4.039 -2.183 1.947
C -0.603 -2.879 0.483
H 0.352 -2.381 0.282
H -0.447 -3.703 1.192
H -1.007 -3.278 -0.457
C -4.338 1.159 -1.975
H -4.669 1.781 -2.814
H -4.545 0.101 -2.182
H -4.876 1.442 -1.062
C -2.277 3.165 -1.578
H -1.198 3.373 -1.577
H -2.755 3.678 -2.422
H -2.702 3.529 -0.633
C -1.774 0.941 -3.313
H -2.059 -0.079 -3.596
H -2.109 1.653 -4.078
H -0.683 0.984 -3.216
C -0.750 1.424 1.300
O -0.225 2.104 2.110
H -2.922 -0.647 0.033
C 4.714 -1.326 3.122
C 3.492 -2.010 3.159
C 2.423 -1.581 2.385
C 2.550 -0.458 1.516
C 3.773 0.268 1.557
C 4.846 -0.178 2.323
N 1.544 -0.165 0.647
C 1.798 0.604 -0.477
C 1.835 2.020 -0.434
C 2.034 2.754 -1.598
C 2.226 2.100 -2.819
C 2.182 0.704 -2.883
C 1.937 -0.038 -1.735
H 5.562 -1.682 3.716
H 3.391 -2.895 3.789
H 1.475 -2.121 2.374
H 3.873 1.157 0.935
H 5.790 0.369 2.283
H 1.689 2.502 0.535
H 2.058 3.843 -1.544
H 2.405 2.690 -3.718
H 2.349 0.178 -3.826
H 1.862 -1.128 -1.767

natural (NBO) population analysis, charges in e, atoms 1 to 6: V 0.184; H 0.090; H 0.095; P 0.988; P 1.115; C -0.950

No. 6
Computed, not measured: a molecular structure, C19H32AsF5N6OS2Sn, with ωB97M-V/def2-TZVPD.

Calculated values
LUMO energy ... -0.19865 hartree
Electronic energy ... -4892.302628 hartree
Total charge ... +2
ΔE to the lowest compared entry with this formula, charge and spin ... 0.9164 eV
Highest occupied orbital energy ... -0.474 Ha

Atoms and positions in Å:
Sn 0.261 0.417 0.498
N 1.007 3.921 3.154
C 1.013 2.707 2.583
S 1.166 2.692 0.812
N 0.922 1.656 3.326
N 1.022 0.471 2.637
C 1.343 -0.563 3.321
C 1.562 -1.856 2.723
C 1.662 -2.974 3.564
C 1.926 -4.226 3.054
C 2.125 -4.367 1.680
C 2.050 -3.276 0.834
C 1.771 -2.004 1.338
O 1.756 -0.963 0.485
H 0.989 4.759 2.604
H 0.962 3.983 4.158
H 1.485 -0.441 4.394
H 1.531 -2.837 4.631
H 2.000 -5.081 3.710
H 2.356 -5.342 1.269
H 2.215 -3.383 -0.229
N 0.940 4.195 -4.260
C 1.023 3.804 -2.776
C 2.182 2.837 -2.557
C 1.860 1.343 -2.779
N 1.877 0.605 -1.502
C 0.503 1.132 -3.441
C -0.651 1.835 -2.724
N -1.055 1.046 -1.539
C -0.321 3.281 -2.300
H 1.818 4.615 -4.574
H 0.194 4.878 -4.415
H 0.752 3.389 -4.859
H 1.239 4.753 -2.286
H 2.512 2.987 -1.528
H 3.034 3.136 -3.174
H 2.629 0.931 -3.438
H 2.736 0.783 -0.986
H 1.906 -0.396 -1.687
H 0.290 0.061 -3.503
H 0.545 1.447 -4.489
H -1.498 1.861 -3.415
H -1.301 0.099 -1.832
H -1.916 1.430 -1.156
H -0.278 3.330 -1.211
H -1.122 3.967 -2.586
F -2.703 -0.051 0.658
C -1.796 0.627 1.438
F -1.805 0.038 2.659
C -2.419 2.030 1.616
F -3.685 1.937 2.003
F -2.395 2.687 0.430
F -1.751 2.759 2.499
C -1.651 -5.009 -0.361
As -2.037 -3.245 0.281
C -3.906 -2.923 -0.018
C -1.710 -3.239 2.167
S -0.736 -1.921 -0.775
H -2.291 -5.728 0.150
H -0.604 -5.224 -0.158
H -1.832 -5.042 -1.433
H -4.458 -3.802 0.312
H -4.072 -2.763 -1.081
H -4.221 -2.050 0.546
H -2.317 -4.015 2.633
H -1.975 -2.267 2.576
H -0.653 -3.444 2.330

natural (NBO) population analysis, charges in e, atoms 1 to 6: Sn 1.730; N -0.776; C 0.326; S -0.316; N -0.387; N -0.387

No. 7
Computed, not measured: a molecular structure, C19H32Ge2N2NiO2 at a distorted geometry, with ωB97M-V/def2-TZVPD.

Calculated values
2S+1 ... 3
LUMO energy (alpha / beta) ... -0.28955 / -0.34325 hartree
Electronic energy ... -6664.597063 hartree
Total charge ... +2
Expectation value of S² ... 2.042
Highest occupied orbital energy (alpha / beta) ... -0.538 / -0.539 Ha

Atoms and positions in Å:
Ni 0.184 -1.688 0.882
C 2.134 -1.280 -3.567
C 1.627 -2.155 -2.422
Ge 0.099 -1.349 -1.334
C -1.672 -1.531 -2.364
C -1.441 -1.430 -3.847
C 0.411 0.603 -1.852
C 0.138 1.549 -0.922
Ge -0.298 0.532 0.772
C -2.042 1.431 0.969
C -1.874 2.675 1.862
C 0.996 1.246 2.107
C 1.214 0.587 3.473
C 0.102 3.019 -1.051
C 1.081 3.922 -0.525
C 0.891 5.259 -0.509
C -0.282 5.778 -1.153
C -1.166 4.925 -1.794
C -1.000 3.593 -1.732
H 2.682 -1.831 -4.357
H 2.657 -0.348 -3.250
H 1.232 -0.962 -4.125
H 2.428 -2.285 -1.687
H 1.260 -3.141 -2.802
H -2.319 -0.744 -1.926
H -2.060 -2.520 -2.146
H -1.332 -2.433 -4.325
H -0.555 -0.843 -4.159
H -2.329 -0.990 -4.337
H 0.845 0.844 -2.875
H -2.623 0.694 1.437
H -2.500 1.652 -0.038
H -1.586 2.365 2.879
H -2.802 3.233 1.998
H -1.083 3.382 1.649
H 0.687 2.311 2.227
H 1.981 1.243 1.587
H 2.086 1.187 3.818
H 1.463 -0.532 3.467
H 0.394 0.724 4.193
H 2.005 3.489 -0.136
H 1.668 5.883 -0.037
H -0.314 6.876 -1.216
H -1.968 5.366 -2.408
H -1.659 2.886 -2.348
O -2.658 -2.474 0.786
C -1.515 -2.106 0.672
C -0.383 -4.116 4.048
N 0.303 -4.730 2.925
C 1.004 -3.923 2.155
N 1.803 -4.406 1.142
O 1.002 -2.653 2.299
H -0.825 -3.134 3.802
H 0.306 -3.938 4.913
H -1.169 -4.779 4.436
H 0.180 -5.762 2.723
H 2.074 -5.415 1.202
H 2.518 -3.759 0.820

natural (NBO) population analysis, charges in e, atoms 1 to 6: Ni 0.642; C -0.627; C -0.739; Ge 1.049; C -0.745; C -0.642

No. 8
Computed, not measured: C19H32N2O2 in the gas phase, with ωB97M-V/def2-TZVPD.

Calculated values
LUMO energy ... 0.02560 hartree
Electronic energy ... -1003.160099 hartree
Total charge ... 0
ΔE to the lowest compared entry with this formula, charge and spin ... 1.7643 eV
SMILES ... C=CCCCCCCCCC(=O)NNC1=CC(=O)CC(C)(C)C1
Highest occupied orbital energy ... -0.325 Ha

Atoms and positions in Å:
C 0.013 6.092 0.953
C 0.120 5.156 0.030
C 1.162 4.086 0.017
C 2.031 4.189 -1.242
C 3.173 3.172 -1.275
C 2.698 1.750 -1.564
C 3.853 0.751 -1.505
C 3.472 -0.655 -1.972
C 2.323 -1.239 -1.154
C 2.072 -2.723 -1.454
C 0.736 -3.106 -0.861
O -0.286 -3.245 -1.490
N 0.757 -3.271 0.501
N -0.442 -3.299 1.214
C -1.196 -2.145 1.283
C -0.661 -0.922 1.091
C -1.433 0.299 1.147
O -0.948 1.384 0.881
C -2.880 0.149 1.570
C -3.504 -1.181 1.137
C -3.585 -1.260 -0.389
C -4.912 -1.302 1.725
C -2.629 -2.325 1.673
H -0.756 6.845 0.922
H 0.689 6.140 1.792
H -0.574 5.131 -0.801
H 0.659 3.117 0.052
H 1.795 4.176 0.903
H 1.405 4.058 -2.128
H 2.455 5.196 -1.284
H 3.696 3.191 -0.315
H 3.890 3.469 -2.045
H 1.935 1.478 -0.836
H 2.243 1.719 -2.557
H 4.228 0.700 -0.480
H 4.670 1.114 -2.134
H 3.184 -0.625 -3.025
H 4.346 -1.306 -1.885
H 1.411 -0.682 -1.378
H 2.550 -1.112 -0.092
H 2.872 -3.341 -1.043
H 2.019 -2.877 -2.532
H 1.577 -3.027 1.038
H -0.970 -4.150 1.051
H 0.375 -0.803 0.818
H -2.897 0.221 2.663
H -3.448 0.993 1.176
H -4.153 -0.419 -0.780
H -4.079 -2.179 -0.697
H -2.594 -1.241 -0.835
H -4.887 -1.241 2.811
H -5.546 -0.502 1.352
H -5.363 -2.252 1.445
H -2.693 -2.348 2.766
H -3.001 -3.282 1.299

natural (NBO) population analysis, charges in e, atoms 1 to 6: C -0.413; C -0.144; C -0.454; C -0.381; C -0.384; C -0.405